{
  "formula": "C38H48BrN4O7SeTl",
  "method": "ωB97M-V/def2-TZVPD",
  "elements": ["Tl", "C", "C", "C", "C", "C", "N", "C", "C", "C", "N", "C", "C", "C", "C", "C", "C", "C", "C", "N", "C", "C", "C", "N", "C", "C", "C", "C", "O", "C", "O", "H", "H", "H", "H", "H", "H", "H", "H", "H", "H", "H", "H", "H", "H", "H", "H", "H", "H", "H", "H", "H", "H", "H", "H", "H", "H", "H", "H", "C", "C", "C", "C", "C", "C", "C", "Br", "C", "O", "C", "C", "C", "C", "C", "C", "H", "H", "H", "H", "H", "H", "H", "H", "H", "H", "H", "H", "H", "H", "H", "H", "H", "H", "H", "H", "O", "Se", "O", "O", "O"],
  "xyz": [[-0.13525, 1.56865, 0.38864], [-1.57625, -6.19825, 2.21734], [-1.01865, -4.80175, 2.23154], [0.30145, -4.53805, 2.45484], [0.79975, -3.21505, 2.46404], [2.15185, -3.00545, 2.68954], [2.69765, -1.80475, 2.77334], [4.09415, -1.59865, 3.01724], [4.73455, -0.62035, 2.01974], [4.89015, 0.77775, 2.62834], [3.64835, 1.23605, 3.15544], [3.41745, 1.48875, 4.43164], [2.19835, 1.95545, 4.89584], [2.04165, 2.28775, 6.26524], [0.89425, 2.86935, 6.71674], [0.69855, 3.24725, 8.15904], [-0.13905, 3.12115, 5.79154], [-0.10325, 2.74515, 4.46784], [-1.28135, 3.01405, 3.66694], [-1.70115, 2.34885, 2.67494], [-2.90815, 2.74675, 2.05714], [-3.83815, 1.57895, 1.73514], [-3.26875, 0.59835, 0.70574], [-2.21965, -0.19075, 1.26014], [-2.40995, -1.42625, 1.42564], [-1.44985, -2.40585, 1.88974], [-1.86995, -3.71495, 1.95164], [-0.07205, -2.06565, 2.20604], [0.37075, -0.90855, 2.27614], [1.10565, 2.14285, 3.93964], [1.26615, 1.83345, 2.74874], [-0.79725, -6.93515, 2.40514], [-2.02695, -6.42115, 1.24934], [-2.34975, -6.31135, 2.97854], [1.00475, -5.34405, 2.63274], [2.81365, -3.86025, 2.82534], [1.99215, -1.05265, 2.57294], [4.59405, -2.57225, 2.95904], [4.23535, -1.21765, 4.03944], [4.09715, -0.55985, 1.13744], [5.71965, -0.98285, 1.71704], [5.24605, 1.46845, 1.85474], [5.62855, 0.74945, 3.44204], [2.77645, 1.39735, 2.57884], [4.24385, 1.34945, 5.12984], [2.86645, 2.08905, 6.93874], [1.60055, 3.06225, 8.73974], [-0.11035, 2.66285, 8.60124], [0.43745, 4.30255, 8.24654], [-1.02005, 3.63605, 6.15584], [-1.88725, 3.85375, 4.05794], [-2.60055, 3.22365, 1.09234], [-3.46325, 3.50245, 2.64954], [-4.76645, 1.98705, 1.32354], [-4.08125, 1.02995, 2.65414], [-2.84875, 1.16905, -0.12746], [-4.09465, -0.03885, 0.32484], [-3.39145, -1.87405, 1.15214], [-2.90925, -3.93965, 1.73454], [-0.90755, -2.84005, -6.92076], [0.45465, -2.45595, -6.32086], [1.29105, -1.70545, -7.36796], [1.18855, -3.74475, -5.93596], [0.19865, -1.57645, -5.11046], [0.67675, -1.87485, -3.84366], [0.24295, -1.12665, -2.77876], [0.93965, -1.54965, -1.03496], [-0.72525, -0.07675, -2.82366], [-1.27795, 0.34565, -1.78116], [-0.99825, 0.35625, -4.17406], [-0.58425, -0.42705, -5.22886], [-1.71995, 1.65965, -4.50696], [-0.85425, 2.46475, -5.49416], [-3.08565, 1.36435, -5.15356], [-1.94405, 2.56025, -3.29536], [-0.79205, -3.49135, -7.78856], [-1.45565, -1.95345, -7.22826], [-1.50315, -3.35535, -6.16906], [1.48195, -2.33605, -8.23876], [2.24565, -1.40495, -6.93926], [0.77555, -0.80795, -7.70146], [1.28435, -4.40345, -6.80086], [0.63685, -4.27025, -5.15936], [2.18515, -3.52245, -5.56136], [1.36555, -2.68635, -3.66436], [-0.88335, -0.12835, -6.22566], [-0.66065, 1.92515, -6.42136], [0.09905, 2.69535, -5.02446], [-1.34635, 3.40485, -5.74576], [-2.98405, 0.79725, -6.08036], [-3.59995, 2.30035, -5.37856], [-3.70305, 0.78715, -4.46756], [-1.00995, 2.77485, -2.78506], [-2.60695, 2.10315, -2.56916], [-2.37565, 3.51145, -3.60886], [-0.73395, 6.09625, -0.90796], [-0.44135, 4.67055, -0.20966], [0.81515, 3.92155, -0.92786], [-1.76745, 3.68765, -0.36356], [-0.14885, 4.87135, 1.36704]],
  "lumo_energy_ha": 0.128,
  "largest_force_ev_per_a": 1.48,
  "charge": -2,
  "gap_ev": 4.805
}

***

{
  "formula": "C3H7N2O2P",
  "method": "ωB97M-V/def2-TZVPD",
  "elements": ["C", "N", "P", "C", "O", "O", "C", "N", "H", "H", "H", "H", "H", "H", "H"],
  "xyz": [[1.58447, -0.80231, 1.47655], [0.75956, -0.64385, 0.25106], [-0.00312, 0.86737, -0.08274], [-0.36314, 0.70268, -1.92014], [0.56009, 2.07091, 0.50047], [-1.59723, 0.93148, 0.43966], [-2.38878, -0.06612, 0.40201], [-3.00717, -1.00739, 0.25987], [1.12316, -1.45254, 2.31121], [2.50188, -1.42416, 1.19643], [1.92665, 0.23348, 1.65255], [0.18709, -1.51522, 0.16463], [0.32466, 0.15519, -2.52686], [-1.28539, 0.20877, -2.08863], [-0.32273, 1.74171, -2.03608]],
  "lumo_energy_ha": 0.019,
  "de_lowest_kcal_mol": 4.5,
  "largest_force_ev_per_a": 3.67,
  "gap_ev": 11.098
}

***

{
  "formula": "C5H5NO2",
  "method": "ωB97M-V/def2-TZVPD",
  "elements": ["O", "C", "C", "C", "C", "O", "C", "N", "H", "H", "H", "H", "H"],
  "xyz": [[0.40200, 1.41057, 2.33961], [-0.12571, 1.53747, 1.23928], [0.43309, 1.01782, 0.02131], [1.13584, -0.32933, 0.11927], [0.15321, -1.16983, -0.24998], [0.04328, -2.51714, -0.36145], [-0.94255, -0.32779, -0.80296], [-0.51797, 0.90668, -1.07424], [-0.98240, 2.23087, 1.09523], [2.11176, -0.53443, 0.52388], [0.75537, -2.94560, 0.13023], [-1.94098, -0.69135, -1.03052], [-0.52495, 1.41205, -1.94964]],
  "lumo_energy_ha": [-0.048, -0.056],
  "de_lowest_kcal_mol": 123.4,
  "largest_force_ev_per_a": 4.07,
  "gap_ev": [5.954, 5.599]
}

***

{
  "formula": "C11H16Cl3F3O4OsS",
  "method": "ωB97M-V/def2-TZVPD",
  "elements": ["C", "C", "C", "C", "C", "C", "C", "C", "C", "C", "Os", "Cl", "Cl", "Cl", "H", "H", "H", "H", "H", "H", "H", "H", "H", "H", "H", "H", "H", "H", "H", "O", "H", "F", "C", "F", "F", "S", "O", "O", "O"],
  "xyz": [[-1.08298, 1.05802, -1.36103], [-1.22318, -0.35088, -1.60973], [0.06592, -0.93078, -1.62023], [-2.47548, -1.06768, -1.94503], [1.01472, 0.08432, -1.36093], [0.31262, 1.32732, -1.20573], [0.93712, 2.66592, -1.05423], [-2.17438, 2.06402, -1.38713], [0.37482, -2.35078, -1.90383], [2.48452, -0.10048, -1.39533], [-0.39048, 0.12572, 0.60597], [-3.96568, -3.63228, 1.03097], [-2.68498, -0.31538, 1.10837], [-0.02028, -2.11188, 1.28767], [-3.35408, -0.49938, -1.66603], [-2.53298, -2.02908, -1.44303], [-2.50908, -1.24568, -3.02193], [-0.39388, -3.01268, -1.51893], [1.32012, -2.65088, -1.46343], [0.44192, -2.50268, -2.98323], [2.78642, -1.00858, -0.88193], [3.00692, 0.72742, -0.93173], [2.81262, -0.17498, -2.43413], [1.84642, 2.61602, -0.46293], [0.26252, 3.36452, -0.56923], [1.19092, 3.07262, -2.03453], [-3.09038, 1.66312, -0.96593], [-2.37338, 2.37402, -2.41453], [-1.91368, 2.94632, -0.81153], [-0.79368, 1.69762, 1.64137], [0.01622, 2.09452, 1.99827], [1.29032, -1.43158, 5.51537], [2.02102, -1.13248, 4.38157], [3.22452, -0.56308, 4.75417], [2.25582, -2.29198, 3.67347], [1.08752, 0.03972, 3.35527], [-0.42308, -0.16118, 3.53347], [1.26042, 1.45792, 3.92327], [1.38812, 0.18542, 1.63697]],
  "lumo_energy_ha": [0.159, 0.159],
  "spin_multiplicity": 5,
  "de_lowest_kcal_mol": 99.2,
  "largest_force_ev_per_a": 10.32,
  "charge": -2,
  "gap_ev": [4.739, 5.182]
}